Molecular formula: C30H30Cl3O5P2RuS2
Method: DFT, ωB97M-V/def2-TZVPD

The calculation puts the total energy at -4492.07458 Eh. The HOMO-LUMO gap (spin up / spin down) is 0.2267 / 0.2529 Ha. The charge is -1. For the HOMO energy (spin up / spin down), the calculation gives -3.9 / -4.8 eV. The calculation puts the LUMO energy (spin up / spin down) at 2.3 / 2.1 eV. Its spin multiplicity is 5.

Last column: Löwdin spin population.
Positions of all 73 atoms, in Å:
Ru (0.9917, -0.4951, 0.1188)  3.2671
Cl (-6.0636, -1.6682, -2.7671)  0.0009
Cl (4.4269, 2.6872, -1.3206)  0.0147
Cl (-1.0747, -0.5859, -4.3456)  0.0008
S (-0.5332, -3.8515, -0.9499)  0.0751
S (3.3776, 0.2452, 0.0409)  0.1966
P (1.0765, -2.6891, -0.8486)  0.0658
P (0.1218, 1.3583, 2.3277)  0.0048
O (-1.3261, -0.2054, 1.1173)  0.0480
O (1.3657, -2.3872, -2.4387)  0.0123
O (0.1997, 1.8714, 0.9471)  0.0371
O (2.3750, -3.6605, -0.5183)  0.0169
O (-0.6080, -0.0341, -1.5250)  0.0711
C (2.3385, -0.1776, 2.9641)  0.0249
C (-4.4323, -1.2600, -2.3469)  0.0038
C (-1.7607, -0.4752, -1.7355)  0.0071
C (1.0437, 2.5602, 3.3642)  0.0005
C (-2.7741, -0.6481, -0.7179)  0.0049
C (-2.4562, 2.2660, 2.6834)  0.0004
C (-3.4912, -1.1292, -3.3796)  0.0005
C (-3.6436, 2.4494, 3.3703)  0.0000
C (3.2066, 2.0230, -0.1917)  0.0371
C (-1.4765, 1.4298, 3.2005)  0.0002
C (2.3887, -2.5346, 3.4194)  0.0097
C (-2.2149, -0.7571, -3.0775)  0.0038
C (2.1539, -0.1790, -3.0490)  0.0143
C (1.4109, 3.7401, 2.7316)  0.0004
C (2.6317, -4.7587, -1.3830)  0.0045
C (3.0400, -1.3142, 3.3207)  0.0013
C (2.2500, 4.6135, 4.7910)  0.0001
C (0.3058, -1.4687, 2.8641)  0.0248
C (2.0057, 4.7677, 3.4379)  0.0001
C (0.9630, -0.2405, 2.7055)  0.0185
C (-2.8770, 0.9688, 5.0937)  0.0001
C (1.3040, 2.4025, 4.7185)  0.0008
C (2.5214, -1.6257, -2.7666)  0.0011
C (4.1329, -4.9720, -1.5159)  0.0006
C (1.0239, -2.6055, 3.2019)  0.0002
C (-2.4483, -0.4113, 0.6392)  0.0060
C (-1.6895, 0.7806, 4.4095)  0.0009
C (-4.0908, -1.0307, -1.0466)  0.0000
C (1.9083, 3.4278, 5.4232)  0.0002
C (-3.8561, 1.8008, 4.5767)  0.0003
H (0.5029, -3.5457, 3.3120)  -0.0004
H (2.8517, 0.7744, 2.8972)  0.0008
H (-3.7904, -1.2970, -4.4021)  0.0001
H (1.4961, -0.1244, -3.9114)  0.0007
H (3.3656, 2.5281, 0.7621)  0.0030
H (2.1433, -5.6494, -0.9711)  0.0005
H (-3.0461, 0.4628, 6.0339)  0.0000
H (-0.9387, 0.1195, 4.8179)  0.0005
H (4.3352, -5.6931, -2.3062)  0.0002
H (3.2449, -1.6774, -1.9417)  0.0005
H (1.0454, 1.4777, 5.2166)  0.0004
H (4.5457, -5.3399, -0.5799)  0.0000
H (2.2707, 5.6880, 2.9390)  0.0000
H (2.6942, 5.4213, 5.3554)  0.0000
H (4.6181, -4.0304, -1.7633)  0.0000
H (-4.7794, 1.9498, 5.1198)  0.0000
H (3.0431, 0.4201, -3.2305)  0.0012
H (-4.8191, -1.1436, -0.2533)  0.0000
H (4.0991, -1.2403, 3.5191)  0.0001
H (-2.2698, 2.7586, 1.7378)  0.0002
H (2.2331, 2.2644, -0.6148)  0.0036
H (1.6156, 0.2335, -2.1808)  0.0060
H (1.2166, 3.8274, 1.6734)  0.0002
H (2.9607, -2.1004, -3.6528)  0.0004
H (2.9438, -3.4257, 3.6721)  0.0007
H (-4.4062, 3.1020, 2.9689)  0.0000
H (2.1157, 3.3082, 6.4765)  0.0000
H (2.1935, -4.5552, -2.3674)  0.0005
H (-0.7670, -1.5417, 2.7566)  0.0007
H (-3.3115, -0.4149, 1.3371)  0.0020